This record from OMol25 describes an isolated ion of composition C4H7N4O2 and charge +1 in a non-equilibrium geometry. The level of theory is ωB97M-V/def2-TZVPD.

The structure (SMILES) is CC1(C)N=N[NH+]=C1[N+](=O)[O-]. The LUMO energy comes out at -6.05 eV. The frontier orbital gap comes out at 10.262 eV.

ORCA input file:
```
! RIJCOSX wB97M-V def2-TZVPD def2/J DEFGRID3
* xyz 1 1
C 1.02949 -0.07274 0.51659
C -0.36723 0.06558 -0.57283
C -1.15478 -1.24034 -0.55677
C -1.19921 1.28857 -0.23387
N 0.37244 0.20284 -1.73663
N 1.56351 0.18974 -1.67920
N 2.00652 0.02522 -0.29414
N 1.03309 -0.17937 1.96061
O 0.81644 0.89299 2.45560
O 1.22060 -1.24943 2.44219
H -1.53727 -1.41612 -1.56047
H -1.99412 -1.16474 0.12926
H -0.54035 -2.09283 -0.27286
H -2.12452 1.23480 -0.80581
H -0.68264 2.21339 -0.47822
H -1.45660 1.29057 0.82406
H 3.01464 0.01186 -0.13749
*
```


This record from OMol25 describes an isolated ion of composition C4H7N4OS2 and charge +1 in a non-equilibrium geometry. The level of theory is ωB97M-V/def2-TZVPD.

The expectation value of S² is 2.01. The LUMO energy (spin up / spin down) comes out at -3.47 / -5.72 eV. The frontier orbital gap (spin up / spin down) comes out at 6.266 / 6.798 eV.

ORCA input file:
```
! RIJCOSX wB97M-V def2-TZVPD def2/J DEFGRID3
* xyz 1 3
C -1.58959 -1.77000 0.12427
C -1.17079 -0.48865 0.48830
C -2.97391 -2.20541 -0.01473
C 1.82395 1.15674 -0.29950
N 0.08208 -0.24115 0.21797
N 2.44008 2.31910 -0.19720
N 2.37363 0.15344 -0.89119
N 0.69324 1.00945 0.36246
O -2.06358 0.44984 1.06965
S -4.17288 -1.92063 -1.04958
S -2.35171 -3.01295 1.33859
H -0.70254 -2.09207 -0.50448
H 3.43125 2.42973 -0.47119
H 1.81354 2.94664 0.12209
H 3.33077 0.12137 -1.20503
H 1.81726 -0.79323 -0.89657
H 0.20015 1.85742 0.65902
H -2.98095 0.08036 1.14712
*
```


This record from OMol25 describes one molecule with the formula C4H7N5 in a non-equilibrium geometry. The level of theory is ωB97M-V/def2-TZVPD.

The structure (SMILES) is [H]/N=C(\C#N)C(N)=C(N)N. The LUMO energy (spin up / spin down) comes out at 0.19 / 0.19 eV. The frontier orbital gap (spin up / spin down) comes out at 7.230 / 7.233 eV.

ORCA input file:
```
! RIJCOSX wB97M-V def2-TZVPD def2/J DEFGRID3
* xyz 0 1
C -0.61693 -0.31656 0.02273
C 0.72909 -0.48045 0.29782
C -0.99431 1.11083 -0.09995
N -1.41835 -1.26345 -0.55512
N 1.33003 -0.12582 1.49555
N 1.44590 -1.42955 -0.40646
N -2.08723 1.56251 -0.62512
C 0.23759 1.99759 -0.16988
N 0.94048 2.91484 -0.24996
H -2.33067 -0.96912 -0.88962
H -1.15763 -2.23707 -0.45472
H 2.44229 -1.24685 -0.31095
H 1.16649 -1.42328 -1.38840
H 0.67332 0.30224 2.14575
H 1.68297 -0.97794 1.93325
H -2.04303 2.58209 -0.74491
*
```


This record from OMol25 describes an isolated ion of composition C4H7N6 and charge +1 in a non-equilibrium geometry. The level of theory is ωB97M-V/def2-TZVPD.

The expectation value of S² is 2.05. The LUMO energy (spin up / spin down) comes out at -2.85 / -7.25 eV. The frontier orbital gap (spin up / spin down) comes out at 7.106 / 5.702 eV.

ORCA input file:
```
! RIJCOSX wB97M-V def2-TZVPD def2/J DEFGRID3
* xyz 1 3
C -1.18525 1.87577 -0.05476
C -1.29757 0.46244 -0.00623
C 0.94148 1.20429 -0.00864
C 2.20367 -0.46744 0.09223
N 2.19232 0.85674 0.02316
N 0.06843 -0.05007 -0.00003
N 0.12596 2.25136 -0.06236
N 0.93275 -1.03738 0.11449
N -2.47913 -0.26984 0.22522
N 0.65288 -2.31759 -0.31749
H -1.83961 2.63134 -0.42131
H 3.07502 -1.06591 0.16493
H 0.27421 3.28461 -0.06877
H -2.48305 -0.63056 1.16042
H -2.72937 -1.10386 -0.29754
H 1.55065 -2.73995 -0.66548
H -0.00338 -2.88395 0.12215
*
```


This record from OMol25 describes an isolated ion of composition C4H7N6O2 and charge +1 in a non-equilibrium geometry. The level of theory is ωB97M-V/def2-TZVPD.

The structure (SMILES) is CN(/N=C/[N+](=O)O)c1ncn[nH]1. The LUMO energy (spin up / spin down) comes out at -6.68 / -6.67 eV. The frontier orbital gap (spin up / spin down) comes out at 6.880 / 6.890 eV.

ORCA input file:
```
! RIJCOSX wB97M-V def2-TZVPD def2/J DEFGRID3
* xyz 1 1
C 1.72881 0.97007 -2.78534
C 0.58418 0.51866 -1.03896
C -1.14526 -0.83600 1.77689
C 1.45386 -1.20538 0.41447
N 1.68138 0.19184 -1.69041
N 0.73336 1.82820 -2.83932
N -0.03723 1.52886 -1.79743
N 0.34827 -0.30062 0.09211
N -2.30824 -0.40670 2.34262
N -0.69167 -0.13412 0.77145
O -3.06151 0.53510 1.72205
O -2.77237 -0.90666 3.33975
H 2.42372 1.00804 -3.55456
H -0.72762 -1.71178 2.30276
H 2.28505 -0.40748 0.40480
H 1.17052 -1.57199 1.36800
H 1.65325 -1.99187 -0.42136
H -0.87190 1.97760 -1.64942
H -2.44662 0.91423 1.24191
*
```


This record from OMol25 describes one molecule with the formula C4H7NO in a non-equilibrium geometry. The level of theory is ωB97M-V/def2-TZVPD.

The structure (SMILES) is CC(=O)[C@H]1CN1. The LUMO energy comes out at 0.86 eV. The frontier orbital gap comes out at 10.353 eV.

ORCA input file:
```
! RIJCOSX wB97M-V def2-TZVPD def2/J DEFGRID3
* xyz 0 1
C -1.21086 1.53753 -0.85472
C -0.62163 0.14750 -0.51965
O -1.10779 -0.86077 -1.00154
C 0.58016 0.11730 0.37665
C 1.00347 -1.28452 1.35394
N 1.51139 -1.30175 0.07896
H -1.22977 1.66757 -1.94404
H -0.68823 2.39756 -0.41758
H -2.24648 1.56561 -0.49560
H 1.23340 0.97656 0.12001
H 0.15778 -1.93570 1.62422
H 1.72068 -1.14996 2.17712
H 0.89787 -1.87693 -0.49778
*
```


This record from OMol25 describes one molecule with the formula C4H7NO. The level of theory is ωB97M-V/def2-TZVPD.

The structure (SMILES) is C[C@H]1N[C@H]1C=O. The LUMO energy comes out at 0.94 eV. The frontier orbital gap comes out at 10.749 eV.

ORCA input file:
```
! RIJCOSX wB97M-V def2-TZVPD def2/J DEFGRID3
* xyz 0 1
C 1.21860 1.03296 -0.25260
C 0.19293 0.08874 -0.82365
N 0.25210 -1.31938 -0.49165
C -0.88371 -0.53835 -0.00505
C -1.02316 -0.35187 1.46238
O -2.08213 0.03351 1.90137
H 1.55696 0.69325 0.73006
H 0.78909 2.03600 -0.14921
H 2.09053 1.10026 -0.91041
H -0.12565 0.32486 -1.84020
H 0.05848 -1.92646 -1.28487
H -1.89058 -0.55925 -0.40855
H -0.15821 -0.59267 2.11671
*
```


This record from OMol25 describes one molecule with the formula C4H7NO. The level of theory is ωB97M-V/def2-TZVPD.

The LUMO energy (spin up / spin down) comes out at 0.72 / 0.84 eV. The frontier orbital gap (spin up / spin down) comes out at 7.615 / 7.794 eV.

ORCA input file:
```
! RIJCOSX wB97M-V def2-TZVPD def2/J DEFGRID3
* xyz 0 1
C -2.33976 -0.01425 0.08710
N -1.09341 0.42155 0.05388
C -0.17850 0.01116 -0.85546
C 1.16098 -0.43055 -0.42317
C 1.93266 0.26760 0.60479
O 1.31131 -0.96518 0.91415
H -2.53119 -0.92613 -0.46485
H -3.09822 0.56647 0.60228
H -0.74654 1.06999 0.76372
H -0.62910 -0.41354 -1.74236
H 1.70629 -1.00754 -1.17464
H 3.02051 0.26011 0.58203
H 1.48498 1.16031 1.05252
*
```


This record from OMol25 describes one molecule with the formula C4H7NO in a non-equilibrium geometry. The level of theory is ωB97M-V/def2-TZVPD.

The LUMO energy comes out at 0.49 eV. The frontier orbital gap comes out at 8.965 eV.

ORCA input file:
```
! RIJCOSX wB97M-V def2-TZVPD def2/J DEFGRID3
* xyz 0 1
N 2.08242 0.46350 0.71559
C 1.01658 0.00272 0.23296
C 0.15199 -1.15521 0.66878
C -1.01433 -0.77667 -0.26350
C -0.88430 1.26532 -0.51343
O 0.40122 0.51648 -0.88106
H 2.35080 1.28200 0.15959
H 0.63322 -2.12927 0.44670
H -0.10965 -1.15919 1.73308
H -1.96834 -0.66099 0.15464
H -0.98396 -1.31861 -1.22596
H -0.53888 2.09379 0.16998
H -1.11777 1.80116 -1.46218
*
```


This record from OMol25 describes a 3-piece molecular cluster, C4H7NO overall in a non-equilibrium geometry. The level of theory is ωB97M-V/def2-TZVPD.

The structure (SMILES) is C=CC#N.[H][H].C=O. The LUMO energy comes out at 0.39 eV. The frontier orbital gap comes out at 10.702 eV.

ORCA input file:
```
! RIJCOSX wB97M-V def2-TZVPD def2/J DEFGRID3
* xyz 0 1
O 2.13331 0.04257 0.25240
C 1.83472 1.14536 -0.14332
C -0.69763 -1.56008 -0.44623
C -1.67731 -0.67158 -0.61074
C -1.39285 0.72096 -0.83128
N -1.14920 1.84041 -1.00767
H 0.73286 -0.06638 2.16961
H 2.16523 1.51377 -1.13215
H 1.21006 1.83388 0.45227
H -0.92654 -2.60709 -0.27660
H 0.34903 -1.27028 -0.46079
H 0.14440 0.03021 2.61719
H -2.72608 -0.95175 -0.58269
*
```


This record from OMol25 describes one molecule with the formula C4H7NO in a non-equilibrium geometry. The level of theory is ωB97M-V/def2-TZVPD.

The structure (SMILES) is COCCC#N. The LUMO energy comes out at 0.85 eV. The frontier orbital gap comes out at 11.301 eV.

ORCA input file:
```
! RIJCOSX wB97M-V def2-TZVPD def2/J DEFGRID3
* xyz 0 1
C -0.36922 -1.78203 1.19952
O -0.70764 -0.46707 0.81564
C 0.28779 0.16569 0.05875
C -0.33972 1.35304 -0.67321
C 0.61880 1.84306 -1.66906
N 1.42469 2.15379 -2.43872
H 0.18394 -2.29510 0.39970
H 0.23331 -1.81437 2.11932
H -1.30321 -2.32069 1.36898
H 1.13509 0.51434 0.67014
H 0.69622 -0.52561 -0.69241
H -0.60885 2.15562 0.02159
H -1.25120 1.01933 -1.18024
*
```


This record from OMol25 describes one molecule with the formula C4H7NO. The level of theory is ωB97M-V/def2-TZVPD.

The structure (SMILES) is CC1=NCOC1. The LUMO energy comes out at 0.98 eV. The frontier orbital gap comes out at 10.721 eV.

ORCA input file:
```
! RIJCOSX wB97M-V def2-TZVPD def2/J DEFGRID3
* xyz 0 1
C -1.68844 -0.69038 0.49203
C -0.27345 -0.28410 0.23906
C 0.26470 1.13526 0.33550
O 1.60516 0.98313 -0.07383
C 1.65406 -0.25129 -0.76905
N 0.55543 -1.07262 -0.31450
H -1.83004 -1.67421 0.03996
H -2.34930 0.02471 -0.01323
H -1.97569 -0.72754 1.54622
H 1.46538 -0.10358 -1.84431
H 0.23528 1.57043 1.34151
H -0.29808 1.80096 -0.34337
H 2.63499 -0.71078 -0.63600
*
```


Number 1: calculated total energy -14303.5122 eV. Number 2: calculated total energy -33929.0754 eV. Number 3: calculated total energy -11709.7930 eV. Number 4: calculated total energy -13188.6617 eV. Number 5: calculated total energy -17283.5570 eV. Number 6: calculated total energy -7796.4713 eV. Number 7: calculated total energy -7797.6333 eV. Number 8: calculated total energy -7795.1621 eV. Number 9: calculated total energy -7793.9747 eV. Number 10: calculated total energy -7796.2683 eV. Number 11: calculated total energy -7798.1166 eV. Number 12: calculated total energy -7798.3240 eV.